Here is C35H33ClFeN4S2Si2 as an isolated structure from the OMol25 dataset. Energies are from ωB97M-V/def2-TZVPD.

The geometry in ORCA input format:
```
! wB97M-V def2-TZVPD RIJCOSX def2/J DEFGRID3
* xyz 0 5
Si 2.2764 -0.1286 -1.2767
C -1.4162 -1.8258 2.8470
H 1.1771 0.4537 -4.7190
C -0.2179 -3.0335 -6.6766
Si -0.9766 -0.3750 -2.8031
H 1.2256 -4.1225 -5.4543
H 1.9289 0.4086 7.9935
H 1.2525 4.7641 -1.7594
C -1.4084 -1.2507 -5.5592
C -1.8790 -0.6518 4.7863
H -1.8541 2.4383 0.0777
S 2.5248 -1.6331 6.6781
H -2.6609 -0.4788 1.5129
C 0.7453 2.4914 -5.3353
S -1.0126 3.7223 6.0848
N 2.1134 -2.4676 4.1411
C -0.5988 1.2420 -3.7452
C -1.1640 -1.9963 -6.7256
H -1.9516 4.3281 -4.2756
H -0.7984 -2.6148 4.8595
C -0.3456 -3.2513 -0.3785
H -2.1621 -0.4569 -5.6056
H 0.6937 -2.8274 -3.3884
C -1.2477 -1.8144 4.2701
H 0.0440 4.4811 -5.7788
C -2.4546 0.0725 3.6974
C -0.8430 2.5392 -0.3145
C 2.4099 -2.9181 -0.6369
H -1.7077 -1.7847 -7.6592
H -2.0207 -0.4203 5.8450
C 1.5646 -1.8030 -0.8655
C -1.4999 2.3131 -3.6512
C -0.3487 3.7690 -0.7377
H 2.5429 -5.0174 -0.1685
C 1.2200 1.4223 -1.0346
H 2.6934 2.7497 -1.9213
H -2.3901 2.2145 -3.0204
H -0.0360 -3.6462 -7.5641
H -1.4260 -3.3480 -0.2658
H -0.9495 4.6723 -0.6019
H -1.6682 2.8466 2.6265
H 3.4901 0.0103 -0.5666
C 0.4990 -4.3455 -0.2010
C -2.2172 -0.6787 2.4845
C -1.0145 2.8289 4.5637
C 1.8789 -4.1692 -0.3264
H 3.4901 -2.7799 -0.7068
C 0.4785 -3.3166 -5.4899
C 1.8592 -0.0897 7.0309
H -0.5456 -1.1790 -0.9066
C -0.7014 -1.4959 -4.3556
C 0.5122 1.3212 -4.6038
Cl 1.4908 -0.0697 1.7939
H 1.5997 2.5302 -6.0145
H 0.5102 2.6069 7.7255
C 1.8964 -1.5015 5.0450
Fe -0.2814 0.0713 3.0458
C 1.1796 0.4120 5.9248
H -2.4380 -0.3495 -2.7956
C 0.8977 3.8176 -1.3619
C 0.1991 -2.5747 -4.3302
C -0.1342 3.5723 -5.2037
H 2.7170 -3.2256 4.4201
H 1.9936 -2.2367 3.1570
H -1.0950 -2.6219 2.1811
N 1.1782 -0.4223 4.8225
C 1.6926 2.6774 -1.4789
C -1.2549 3.4890 -4.3674
H -3.0773 0.9606 3.7768
N -1.8488 3.1838 3.5679
H -2.4015 4.0199 3.7013
C 0.4100 1.6036 5.7837
H -0.4209 0.4726 0.0057
C 0.1838 -2.0135 -0.7255
C 0.1160 2.5894 6.7179
H 0.0788 -5.3204 0.0513
N -0.2449 1.7548 4.5579
C -0.0500 1.4059 -0.4202
*
```

The expectation value of S² is 6.1765. For the energy above the lowest of the compared OMol25 structures with the same formula, charge and spin, the calculation gives 413.2 kJ/mol. The highest occupied orbital energy (alpha / beta) comes out at -6.64 / -7.87 eV. As for the LUMO energy (alpha / beta): 0.219 / -0.681 eV. For the calculated total energy, the calculation gives -4671.69024 Eh.